Record 1
Here is a molecular structure, C20H21Cl3EuFN2S4 in a non-equilibrium geometry from the OMol25 dataset. Energies are from ωB97M-V with the def2-TZVPD basis set.

Atoms and positions in Å:
Eu: 0.2217 0.0783 0.5145
S: 0.6722 -0.4912 -2.1496
S: -1.1443 -1.4843 -1.9569
S: -0.9482 -2.9001 -0.4640
S: -1.3136 -1.9714 1.3590
C: 2.3070 2.8440 -1.1276
C: 2.9439 3.3955 0.1594
C: 1.9056 4.0963 1.0426
C: 3.7784 2.2932 0.7963
C: 5.1568 2.3362 0.6060
C: 5.9702 1.2798 0.9871
C: 5.3860 0.1379 1.5100
C: 4.0090 0.0500 1.7181
C: 3.4613 -1.3226 2.1013
C: 2.4422 -1.4113 3.2385
C: 2.9324 -2.0390 0.8480
C: 3.2053 1.1690 1.4238
N: 1.8221 1.1535 1.6944
C: 1.4229 1.6360 2.9023
C: 2.2660 2.0737 3.9522
C: 1.7640 2.5610 5.1539
C: 0.3979 2.6457 5.3915
C: -0.4694 2.2325 4.3804
C: 0.0504 1.7584 3.2071
F: -0.8422 1.3951 2.2369
H: 1.6829 3.5997 -1.6203
H: 1.6849 1.9799 -0.9042
H: 3.0684 2.5052 -1.8342
H: 3.6632 4.1645 -0.1374
H: 0.9904 3.5132 1.1245
H: 1.6501 5.0655 0.5988
H: 2.2767 4.2728 2.0552
H: 5.5942 3.2119 0.1329
H: 7.0435 1.3310 0.8419
H: 6.0067 -0.7213 1.7532
H: 4.3387 -1.8859 2.4337
H: 1.4484 -1.1270 2.9127
H: 2.7164 -0.7848 4.0908
H: 2.3741 -2.4494 3.5780
H: 1.9894 -1.6370 0.5083
H: 2.7423 -3.0955 1.0499
H: 3.6265 -1.9540 0.0109
H: 3.3376 2.0212 3.7951
H: 2.4611 2.8805 5.9233
H: 0.0106 3.0225 6.3313
H: -1.5464 2.2775 4.4937
Cl: -3.5352 3.3939 -2.8786
C: -1.8231 3.5446 -2.4872
Cl: -0.8431 3.1806 -3.8940
Cl: -1.4795 5.1829 -1.9181
C: -1.4794 2.5880 -1.4253
N: -1.1423 1.8062 -0.6662

Results
spin multiplicity: 8
ΔE to the lowest compared entry with this formula, charge and spin: 4.8 kcal/mol
charge: -1
LUMO (alpha / beta): 2.0449 / 2.0446 eV

Record 2
Here is C20H21ClFN5O2 in the gas phase in a non-equilibrium geometry from the OMol25 dataset. Energies are from ωB97M-V with the def2-TZVPD basis set.

Atoms and positions in Å:
C: 2.9280 0.1414 -3.3834
C: 1.6964 1.0863 -3.6269
C: 1.8951 2.5365 -3.5549
N: 0.6276 0.8392 -2.6859
C: -0.2390 -0.3475 -3.0228
C: -0.9558 -1.1465 -1.9360
C: -0.2308 -1.7199 -0.8702
C: -0.9265 -2.2026 0.3217
C: -2.2867 -2.0015 0.4667
C: -3.0133 -1.3085 -0.6505
F: -4.3193 -0.9978 -0.5031
C: -2.3778 -0.8733 -1.8351
Cl: -3.5064 0.0065 -2.8883
O: -0.2137 -2.6214 1.4386
C: -0.4130 -1.9404 2.7169
C: -0.9042 -3.0285 3.7929
C: 0.8888 -1.1769 3.0770
N: 0.8498 0.0783 3.8149
C: 0.0892 1.2331 3.7136
O: 0.1636 1.9926 4.6847
C: -0.4183 1.7283 2.5274
C: -1.7528 2.2999 2.3970
N: -1.9657 2.5659 1.1406
N: -0.8229 2.2720 0.4499
C: -0.6815 1.9636 -0.8459
C: 0.4790 1.3512 -1.2982
C: 1.4944 1.0153 -0.3079
N: 1.2658 1.1454 0.9489
C: 0.0743 1.6890 1.3081
H: 3.8076 0.7287 -3.2612
H: 3.0394 -0.5822 -4.2354
H: 2.8085 -0.5010 -2.4594
H: 1.2748 0.8812 -4.6107
H: 2.9687 2.8490 -3.2292
H: 1.9046 3.0811 -4.5790
H: 1.1674 3.0017 -2.8247
H: -0.9108 0.1979 -3.6384
H: 0.2653 -1.0577 -3.7007
H: 0.8495 -1.8586 -0.9557
H: -2.6568 -2.2298 1.4828
H: -1.2204 -1.1518 2.6813
H: -1.8976 -3.4052 3.4620
H: -0.9653 -2.7303 4.8257
H: -0.2896 -3.8888 3.7718
H: 1.4397 -1.8290 3.7118
H: 1.4062 -1.0702 2.1337
H: 1.1713 0.0182 4.7716
H: -2.4956 2.2946 3.1706
H: -1.5574 2.1531 -1.4637
H: 2.4661 0.5197 -0.4432

Results
ΔE to the lowest compared entry with this formula, charge and spin: 99.4 kcal/mol
SMILES string: CC(C)N1Cc2cc(cc(F)c2Cl)O[C@@H](C)CNC(=O)c2cnn3cc1cnc23
LUMO: -0.0335 eV

Record 3
Here is C20H21F2N3O in the gas phase in a non-equilibrium geometry from the OMol25 dataset. Energies are from ωB97M-V with the def2-TZVPD basis set.

Atoms and positions in Å:
C: 2.0959 1.6985 -0.7969
C: 1.7721 2.0040 0.6334
C: 2.6949 2.6712 1.4268
C: 2.4231 2.9738 2.7489
C: 1.2085 2.6076 3.3016
C: 0.2818 1.9343 2.5302
C: 0.5501 1.6264 1.2005
C: -0.4564 0.9011 0.4266
N: -0.8156 1.2652 -0.7878
N: -1.7451 0.3926 -1.2036
C: -2.3133 0.5604 -2.4613
C: -1.9158 1.6625 -3.2244
C: -2.4322 1.8973 -4.4805
C: -3.3689 1.0169 -4.9947
F: -3.8832 1.2326 -6.2184
C: -3.7913 -0.0860 -4.2772
C: -3.2589 -0.3020 -3.0205
F: -3.6926 -1.3911 -2.3513
C: -1.9758 -0.5557 -0.2528
C: -1.1754 -0.2651 0.8206
C: -1.0611 -1.0490 2.0876
N: 0.3146 -1.0974 2.5507
C: 1.2521 -1.7674 1.6740
C: 1.1043 -3.2954 1.5945
C: 2.1042 -3.9259 0.6226
O: 3.4360 -3.8697 1.0711
H: 1.5259 2.3531 -1.4535
H: 3.1558 1.8451 -0.9912
H: 1.8280 0.6741 -1.0474
H: 3.6451 2.9596 0.9990
H: 3.1580 3.4947 3.3452
H: 0.9853 2.8444 4.3315
H: -0.6699 1.6557 2.9545
H: -1.1875 2.3264 -2.7886
H: -2.1201 2.7500 -5.0609
H: -4.5199 -0.7700 -4.6802
H: -2.6755 -1.3534 -0.3839
H: -1.5084 -2.0448 1.9189
H: -1.6475 -0.5611 2.8744
H: 0.3542 -1.5074 3.4775
H: 2.2516 -1.5087 2.0402
H: 1.1374 -1.3379 0.6747
H: 0.0981 -3.5483 1.2553
H: 1.2528 -3.7285 2.5867
H: 1.8872 -4.9909 0.5076
H: 2.0093 -3.4453 -0.3631
H: 3.6879 -2.9467 1.1834

Results
ΔE to the lowest compared entry with this formula, charge and spin: 7.2 kcal/mol
SMILES string: Cc1ccccc1-c1nn(-c2ccc(F)cc2F)cc1CNCCCO
LUMO: 0.6552 eV

Record 4
Here is C20H21FN4O5 in the gas phase in a non-equilibrium geometry from the OMol25 dataset. Energies are from ωB97M-V with the def2-TZVPD basis set.

Atoms and positions in Å:
O: 2.0812 -3.1927 -2.3755
C: 1.0870 -2.8024 -2.9553
C: 0.7225 -3.2435 -4.3697
O: -0.4179 -2.6210 -4.9137
C: -0.3734 -1.3278 -5.3504
C: -1.5440 -0.8717 -5.9610
C: -1.6502 0.4150 -6.4451
C: -0.5832 1.2922 -6.3352
C: 0.5835 0.8663 -5.7322
C: 0.6827 -0.4254 -5.2454
F: 1.8556 -0.7709 -4.6524
N: 0.2112 -1.9543 -2.3901
N: 0.4349 -1.4730 -1.1066
C: -0.4795 -0.6432 -0.5457
O: -1.4846 -0.3281 -1.1613
C: -0.1669 -0.1791 0.8230
C: 1.1196 -0.1856 1.3801
C: 1.3466 0.3035 2.6397
C: 0.3079 0.8259 3.4456
N: 0.5845 1.4487 4.6118
C: -0.2639 2.4787 5.1723
C: 0.5941 3.5622 5.8176
C: 1.3643 2.9984 7.0153
C: 1.6669 1.5151 6.7862
C: 1.8428 1.2269 5.2989
C: -1.0008 0.7224 2.9077
N: -2.1757 0.8975 3.6997
O: -2.1124 0.5883 4.8797
O: -3.1913 1.2781 3.1502
C: -1.2105 0.2828 1.6054
H: 0.4749 -4.3094 -4.3319
H: 1.6070 -3.1267 -5.0057
H: -2.3642 -1.5673 -6.0372
H: -2.5699 0.7340 -6.9096
H: -0.6585 2.2995 -6.7120
H: 1.4346 1.5196 -5.6220
H: -0.6675 -1.6346 -2.7837
H: 1.2629 -1.8639 -0.6783
H: 1.9646 -0.5311 0.8041
H: 2.3592 0.3277 3.0063
H: -0.8610 2.9180 4.3665
H: -0.9579 2.0585 5.9127
H: -0.0495 4.3842 6.1296
H: 1.2876 3.9521 5.0699
H: 2.2911 3.5583 7.1479
H: 0.7780 3.1111 7.9273
H: 2.5714 1.2221 7.3194
H: 0.8465 0.9007 7.1588
H: 2.6367 1.8662 4.8895
H: 2.1346 0.1823 5.1665
H: -2.2181 0.2604 1.2165

Results
ΔE to the lowest compared entry with this formula, charge and spin: 36.6 kcal/mol
SMILES string: O=C(COc1ccccc1F)NNC(=O)c1ccc(N2CCCCC2)c([N+](=O)[O-])c1
LUMO: -0.2258 eV

Record 5
Here is a molecular structure, C20H21N2O7PRhS4 from the OMol25 dataset. Energies are from ωB97M-V with the def2-TZVPD basis set.

Atoms and positions in Å:
Rh: -0.1514 -0.4282 0.0727
O: 6.0845 0.1710 -0.2144
C: 4.7326 0.1767 -0.1108
C: 4.0846 0.1858 1.1214
C: 2.7097 0.1455 1.1254
N: 2.0177 0.1343 -0.0038
C: 2.6266 0.1486 -1.1853
C: 3.9972 0.1605 -1.2907
C: 1.6798 0.1293 -2.3708
O: 2.1502 0.3298 -3.4861
O: 0.4505 -0.0833 -2.0467
C: 1.8648 0.0389 2.3810
O: 2.3972 0.2990 3.4578
O: 0.6560 -0.3423 2.1522
H: 6.4630 0.1917 0.6682
H: 4.6157 0.2053 2.0685
H: 4.4709 0.1662 -2.2662
S: -2.5880 0.1881 0.4555
C: -1.8926 1.7535 0.3138
N: -0.6069 1.8719 0.1796
C: -0.1888 3.1984 0.1065
C: 1.1271 3.6446 -0.0152
C: 1.3683 5.0072 -0.0558
C: 0.3187 5.9287 0.0185
C: -0.9921 5.4968 0.1341
C: -1.2344 4.1278 0.1778
S: -2.7457 3.2799 0.3458
H: 1.9286 2.9173 -0.0791
H: 2.3875 5.3672 -0.1443
H: 0.5327 6.9906 -0.0131
H: -1.8088 6.2091 0.1859
C: 1.3613 -3.7709 2.6509
C: 2.0757 -4.3837 1.4589
C: 3.0557 -3.4420 0.8050
O: 1.2086 -4.8782 0.3900
P: -0.3178 -4.6055 0.0486
S: -1.6215 -5.2687 1.2987
S: -0.6177 -2.6296 -0.4824
O: -0.4096 -5.3881 -1.3290
C: 0.5015 -5.4167 -2.4734
C: 1.2638 -4.1252 -2.7212
C: 1.4258 -6.6107 -2.3081
H: 2.1034 -3.5227 3.4143
H: 0.6319 -4.4594 3.0754
H: 0.8506 -2.8484 2.3783
H: 2.6058 -5.2736 1.7845
H: 2.5239 -2.5764 0.4068
H: 3.5890 -3.9333 -0.0142
H: 3.7827 -3.0966 1.5425
H: -0.1669 -5.5920 -3.3093
H: 1.9397 -3.9003 -1.8926
H: 0.5982 -3.2747 -2.8704
H: 1.8632 -4.2485 -3.6283
H: 2.0686 -6.4608 -1.4376
H: 2.0515 -6.7307 -3.1994
H: 0.8441 -7.5230 -2.1570

Results
spin multiplicity: 5
ΔE to the lowest compared entry with this formula, charge and spin: 7.9 kcal/mol
charge: -1
LUMO (alpha / beta): 2.2406 / 0.2898 eV

Ordered E results: -4667.87633 -1758.88939 -1213.94164 -1469.71719 -3455.79795; unit hartree.